Record 1
Here is C43H61N6O3PRu as an isolated structure at a distorted geometry from OMol25. Energies are from ωB97M-V with the def2-TZVPD basis set.

Summary:
Kohn-Sham gap (alpha / beta), eV: 7.012 / 3.550
Relative energy (zero: lowest compared OMol25 entry of this formula, charge and spin), kJ/mol: 47.0
Multiplicity: 5
Charge: +2
<S²>: 6.03
LUMO level (alpha / beta), eV: -6.25 / -9.64

Each line ends with the Löwdin charge.
Cartesian coordinates (Å):
Ru  0.12  -0.38  0.26  1.46
C  -2.53  -0.88  -2.19  -0.05
C  -3.85  -0.60  -1.47  -0.33
C  -4.23  0.89  -1.55  -0.02
C  -3.84  -1.10  -0.05  -0.06
C  -4.92  -1.84  0.42  0.04
C  -4.96  -2.32  1.72  0.04
C  -3.86  -2.15  2.56  0.03
C  -2.75  -1.45  2.13  -0.11
C  -1.56  -1.23  3.03  -0.36
C  -1.17  -2.50  3.79  -0.04
C  -1.82  -0.09  4.01  -0.02
C  -2.78  -0.86  0.85  -0.11
N  -1.81  0.11  0.60  -0.05
C  -2.13  1.37  0.99  -0.47
O  -3.22  1.74  1.38  0.13
C  -0.93  2.26  0.94  -0.15
C  -0.94  3.60  1.30  0.06
C  0.25  4.30  1.27  0.02
C  1.41  3.66  0.86  0.07
C  1.34  2.30  0.54  -0.13
N  0.20  1.63  0.61  0.02
C  2.52  1.46  0.14  -0.46
O  3.61  1.93  -0.10  0.14
N  2.19  0.14  0.06  -0.02
C  3.25  -0.74  -0.14  -0.21
C  4.17  -0.96  0.92  -0.13
C  5.24  -1.81  0.68  -0.02
C  5.40  -2.44  -0.54  -0.04
C  4.54  -2.15  -1.60  -0.02
C  3.48  -1.29  -1.43  -0.12
C  2.68  -0.77  -2.60  -0.34
C  1.21  -1.21  -2.50  -0.07
C  3.24  -1.17  -3.97  -0.06
C  3.98  -0.26  2.24  -0.35
C  5.26  -0.18  3.08  -0.05
C  2.83  -0.89  3.04  -0.05
H  -2.65  -0.72  -3.26  0.10
H  -2.24  -1.91  -2.01  0.06
H  -1.73  -0.21  -1.84  0.05
H  -4.63  -1.16  -1.99  0.14
H  -3.39  1.52  -1.26  0.07
H  -5.06  1.10  -0.89  0.10
H  -4.51  1.14  -2.56  0.10
H  -5.76  -2.02  -0.23  0.14
H  -5.82  -2.87  2.07  0.14
H  -3.89  -2.55  3.56  0.14
H  -0.68  -0.96  2.38  0.09
H  -1.93  -2.76  4.53  0.09
H  -0.24  -2.35  4.33  0.09
H  -1.05  -3.33  3.10  0.06
H  -2.61  -0.38  4.71  0.10
H  -2.15  0.81  3.51  0.07
H  -0.93  0.13  4.59  0.09
H  -1.88  4.05  1.59  0.14
H  0.28  5.34  1.58  0.13
H  2.36  4.17  0.79  0.14
H  5.99  -1.98  1.44  0.11
H  6.24  -3.10  -0.71  0.12
H  4.74  -2.58  -2.57  0.11
H  2.73  0.33  -2.54  0.14
H  1.15  -2.22  -2.10  0.06
H  0.74  -1.20  -3.49  0.09
H  0.62  -0.52  -1.86  0.02
H  3.08  -2.23  -4.16  0.09
H  4.30  -0.95  -4.05  0.09
H  2.73  -0.60  -4.75  0.09
H  3.70  0.77  2.02  0.12
H  5.59  -1.15  3.43  0.08
H  5.08  0.44  3.95  0.09
H  6.05  0.28  2.50  0.10
H  3.05  -1.93  3.29  0.08
H  1.89  -0.85  2.46  0.04
H  2.69  -0.34  3.96  0.09
O  -0.41  -2.65  -0.19  -0.35
P  -0.26  -4.13  -0.20  0.60
N  -0.69  -4.87  -1.62  -0.18
C  -1.10  -6.28  -1.68  -0.18
C  -1.16  -6.60  -3.18  -0.15
C  -1.50  -5.24  -3.79  -0.15
C  -0.66  -4.29  -2.95  -0.19
N  1.34  -4.48  0.13  -0.18
C  2.08  -5.69  -0.17  -0.18
C  3.41  -5.51  0.57  -0.14
C  3.05  -4.61  1.75  -0.15
C  2.00  -3.68  1.15  -0.22
N  -1.22  -4.83  0.99  -0.18
C  -0.85  -5.95  1.84  -0.19
C  -2.08  -6.16  2.72  -0.15
C  -3.23  -5.88  1.75  -0.14
C  -2.67  -4.77  0.85  -0.20
H  -2.09  -6.41  -1.24  0.11
H  -0.40  -6.93  -1.15  0.11
H  -1.89  -7.37  -3.41  0.12
H  -0.18  -6.92  -3.53  0.12
H  -2.57  -5.03  -3.68  0.12
H  -1.25  -5.19  -4.85  0.12
H  -1.05  -3.27  -2.93  0.08
H  0.36  -4.26  -3.33  0.12
H  2.22  -5.80  -1.25  0.12
H  1.55  -6.58  0.19  0.11
H  4.14  -5.02  -0.07  0.10
H  3.82  -6.47  0.89  0.12
H  3.91  -4.07  2.13  0.10
H  2.62  -5.20  2.56  0.11
H  2.49  -2.82  0.67  0.09
H  1.28  -3.31  1.88  0.09
H  0.05  -5.72  2.41  0.11
H  -0.68  -6.86  1.25  0.11
H  -2.10  -5.45  3.55  0.10
H  -2.12  -7.17  3.13  0.12
H  -4.13  -5.56  2.26  0.11
H  -3.47  -6.78  1.18  0.12
H  -3.01  -3.79  1.18  0.07
H  -2.98  -4.88  -0.19  0.11

Record 2
Here is a 12-piece molecular cluster, C33H68F2N8O24S2 overall at a distorted geometry from OMol25. Energies are from ωB97M-V with the def2-TZVPD basis set.

Summary:
Kohn-Sham gap (alpha / beta), eV: 3.477 / 3.335
Multiplicity: 2
Charge: -1
<S²>: 0.79
LUMO level (alpha / beta), eV: -2.07 / -2.02

Each line ends with the Löwdin charge.
Cartesian coordinates (Å):
C  2.11  -1.23  1.31  0.01
C  0.78  -0.46  1.64  -0.34
C  0.83  1.09  1.26  -0.09
C  0.66  1.39  -0.24  -0.19
C  -0.58  0.81  -0.75  -0.14
C  -0.76  -0.79  -0.51  -0.36
N  -0.41  -1.10  0.94  0.11
O  -0.86  -2.32  1.35  0.16
C  0.28  -1.46  -1.37  -0.02
C  -2.27  -1.12  -0.85  0.02
C  0.58  -0.58  3.18  -0.03
H  2.04  -2.29  1.09  0.10
H  2.96  -0.86  1.89  0.10
H  2.50  -0.91  0.35  0.05
H  1.80  1.47  1.59  0.10
H  0.03  1.61  1.79  0.09
H  1.49  1.09  -0.89  0.10
H  0.69  2.48  -0.22  0.13
H  -0.70  1.13  -1.78  0.10
H  -1.39  1.26  -0.18  0.10
H  0.90  -2.22  -0.90  0.09
H  0.87  -0.75  -1.94  0.08
H  -0.28  -2.04  -2.10  0.09
H  -2.81  -0.49  -0.15  0.06
H  -2.45  -2.20  -0.80  0.07
H  -2.58  -0.79  -1.84  0.07
H  0.85  -1.53  3.63  0.06
H  -0.48  -0.60  3.46  0.07
H  1.20  0.16  3.68  0.07
C  -0.24  -4.68  3.64  -0.01
C  -0.51  -5.93  3.27  -0.38
C  -1.86  -6.62  3.57  -0.32
O  -2.15  -7.79  3.15  0.06
C  -2.80  -5.88  4.28  0.11
C  -2.56  -4.52  4.68  -0.28
C  -1.18  -3.84  4.42  -0.31
O  -1.04  -2.68  4.88  -0.01
O  -3.39  -3.87  5.38  0.07
O  0.42  -6.46  2.53  -0.06
H  0.58  -4.08  3.27  0.10
H  -3.73  -6.31  4.60  0.13
N  -2.68  0.39  2.19  -0.27
S  -3.48  1.64  2.30  0.45
O  -3.43  2.32  3.63  -0.31
O  -4.60  1.83  1.36  -0.30
F  -2.33  2.54  1.63  -0.23
S  -3.74  -0.61  3.07  0.65
O  -5.19  -0.44  2.96  -0.27
O  -3.23  -1.17  4.35  -0.27
F  -3.52  -1.96  2.12  -0.24
C  -4.07  4.63  -1.59  0.04
N  -2.74  4.46  -2.30  -0.42
O  -2.71  4.73  -3.45  0.07
O  -1.91  3.84  -1.63  0.04
H  -3.95  5.63  -1.18  0.10
H  -4.14  3.99  -0.71  0.08
H  -4.91  4.54  -2.28  0.10
C  1.13  2.03  -4.08  0.04
N  1.80  1.14  -5.06  -0.41
O  3.03  0.99  -4.89  0.05
O  1.08  0.66  -5.93  0.07
H  0.61  1.26  -3.51  0.07
H  0.52  2.78  -4.57  0.11
H  1.74  2.51  -3.31  0.10
C  -1.77  -0.84  -4.76  0.04
N  -1.27  -1.50  -5.96  -0.43
O  -0.32  -2.25  -5.86  0.07
O  -1.84  -1.36  -7.08  0.03
H  -1.99  0.10  -5.28  0.09
H  -0.97  -0.64  -4.04  0.08
H  -2.69  -1.32  -4.44  0.11
C  -2.47  -5.46  -0.36  0.05
N  -2.62  -5.64  -1.81  -0.47
O  -3.11  -6.68  -2.13  0.08
O  -2.38  -4.73  -2.59  0.03
H  -3.27  -4.77  -0.11  0.11
H  -1.44  -5.13  -0.20  0.10
H  -2.63  -6.41  0.16  0.10
C  2.65  -1.48  6.07  0.05
N  3.83  -0.68  5.60  -0.43
O  3.71  0.03  4.65  0.06
O  4.91  -0.82  6.20  0.04
H  2.66  -1.75  7.13  0.10
H  2.56  -2.44  5.56  0.11
H  1.78  -0.88  5.84  0.08
C  -0.47  2.30  4.61  0.04
N  0.68  3.15  4.24  -0.42
O  1.41  3.53  5.15  0.05
O  0.84  3.43  3.08  0.06
H  -1.10  3.00  5.17  0.11
H  -0.13  1.49  5.25  0.11
H  -1.08  1.98  3.77  0.05
C  -5.31  1.57  -1.72  -0.08
C  -5.32  1.11  -3.16  -0.29
O  -4.67  2.12  -3.88  -0.18
C  -4.55  1.93  -5.31  -0.24
C  -3.69  3.08  -5.85  -0.07
H  -6.01  2.40  -1.58  0.08
H  -5.65  0.84  -0.99  0.08
H  -4.35  2.00  -1.40  0.05
H  -4.86  0.13  -3.29  0.10
H  -6.37  0.97  -3.42  0.12
H  -4.21  0.95  -5.66  0.10
H  -5.59  2.04  -5.61  0.11
H  -2.68  3.04  -5.45  0.06
H  -4.16  4.03  -5.60  0.07
H  -3.61  2.96  -6.93  0.08
C  6.29  -0.96  -1.87  -0.09
C  4.85  -0.72  -1.57  -0.30
O  4.12  -1.89  -1.81  -0.15
C  4.09  -2.24  -3.14  -0.30
C  2.84  -3.11  -3.41  -0.04
H  6.76  0.00  -1.65  0.07
H  6.76  -1.76  -1.30  0.09
H  6.58  -1.15  -2.90  0.07
H  4.80  -0.39  -0.53  0.10
H  4.60  0.08  -2.26  0.11
H  4.11  -1.37  -3.79  0.11
H  4.99  -2.82  -3.34  0.11
H  2.98  -3.46  -4.43  0.08
H  1.91  -2.54  -3.33  0.04
H  2.75  -3.89  -2.66  0.08
C  5.66  2.28  0.60  -0.06
C  4.73  2.67  1.75  -0.27
O  4.63  4.09  1.83  -0.20
C  4.12  4.60  3.07  -0.24
C  3.98  6.11  2.76  -0.07
H  6.30  3.13  0.41  0.08
H  6.27  1.41  0.88  0.08
H  5.01  2.22  -0.27  0.07
H  3.74  2.22  1.61  0.09
H  5.01  2.35  2.75  0.11
H  3.18  4.06  3.19  0.08
H  4.86  4.45  3.86  0.12
H  3.48  6.18  1.80  0.07
H  4.94  6.63  2.73  0.07
H  3.45  6.62  3.56  0.07

Record 3
Here is an isolated ion of composition C7H11BrF6N3O and charge +1 at a distorted geometry from OMol25. Energies are from ωB97M-V with the def2-TZVPD basis set.

Summary:
Kohn-Sham gap, eV: 8.078
Multiplicity: 1
Charge: +1
Structure (SMILES): CC[C@@H](Br)N/C(NCOC(F)(F)F)=[NH+]\C(F)(F)F
LUMO level, eV: -5.43

Each line ends with the Löwdin charge.
Cartesian coordinates (Å):
C  -3.42  1.59  -1.03  -0.11
C  -2.08  1.18  -1.65  -0.30
C  -1.11  0.55  -0.64  -0.64
Br  -2.01  -1.12  -0.04  0.81
N  0.14  0.30  -1.36  0.04
C  1.22  -0.08  -0.60  -0.26
N  1.35  -1.40  -0.12  0.11
C  1.65  -1.50  1.33  -0.16
O  0.50  -1.63  2.12  0.04
C  0.20  -2.91  2.48  -0.82
F  1.08  -3.43  3.28  0.23
F  0.05  -3.66  1.40  0.19
F  -0.93  -2.88  3.10  0.22
N  2.13  0.80  -0.37  0.30
C  2.12  2.19  -0.83  -0.73
F  2.52  2.24  -2.05  0.26
F  3.02  2.80  -0.10  0.22
F  1.00  2.77  -0.65  0.26
H  -3.94  2.31  -1.66  0.08
H  -4.07  0.72  -0.99  0.06
H  -3.30  1.99  -0.02  0.08
H  -1.61  1.98  -2.22  0.12
H  -2.30  0.38  -2.37  0.10
H  -1.00  1.22  0.21  0.11
H  0.00  -0.32  -2.16  0.17
H  2.16  -1.81  -0.59  0.16
H  2.24  -0.68  1.75  0.14
H  2.25  -2.40  1.46  0.15
H  2.95  0.52  0.17  0.19

> Among the records above, which one has the lowest charge?

C33H68F2N8O24S2

> Look up the multiplicity of the third one.

1

> The lowest charge belongs to which entry?

C33H68F2N8O24S2

> Among the records above, which one has the lowest charge?

C33H68F2N8O24S2